No. 1
Formula: C56H54AsN4O2P2STi
Source: OMol25
Level of theory: ωB97M-V/def2-TZVPD

Results
expectation value of S² = 2.0166
max |F| = 0.0276 Eh/bohr
energy above the lowest of the compared OMol25 structures with the same formula, charge and spin = 201.15 kJ/mol
net charge = +1
spin multiplicity = 3
frontier orbital gap (spin up / spin down) = 6.08 / 6.83 eV
E = -6701.898764 hartree
highest occupied orbital energy (spin up / spin down) = -0.31058 / -0.35192 hartree
molar mass = 1031.878 g/mol

The geometry in XYZ format:
```
121
C56H54AsN4O2P2STi (ωB97M-V/def2-TZVPD)
Ti -0.49 -0.61 -0.31
C 3.67 -0.14 3.24
O 2.29 -0.07 3.67
C 1.58 0.24 2.56
N 2.20 0.47 1.48
C 3.65 0.42 1.80
C 4.28 1.78 1.63
C 5.26 1.98 0.68
C 5.85 3.22 0.52
C 5.45 4.28 1.32
C 4.45 4.09 2.27
C 3.87 2.84 2.43
C 0.12 0.36 2.76
C -0.32 0.75 3.99
C -1.70 0.92 4.24
C -2.56 0.67 3.21
C -2.05 0.27 1.96
N -0.70 0.11 1.69
C -2.93 0.00 0.88
N -2.51 -0.44 -0.28
C -3.68 -0.63 -1.15
C -4.86 -0.33 -0.20
O -4.25 0.15 1.03
C -3.72 0.19 -2.43
C -2.67 0.97 -2.88
C -2.76 1.67 -4.07
C -3.91 1.58 -4.84
C -4.97 0.79 -4.40
C -4.87 0.11 -3.21
H 3.97 -1.19 3.27
H 4.27 0.44 3.93
H 4.14 -0.28 1.12
H 5.57 1.15 0.05
H 6.62 3.37 -0.22
H 5.90 5.26 1.20
H 4.14 4.92 2.90
H 3.10 2.70 3.18
H 0.40 0.92 4.77
H -2.06 1.22 5.21
H -3.63 0.75 3.32
H -3.71 -1.68 -1.46
H -5.44 -1.22 0.05
H -5.52 0.45 -0.57
H -1.77 1.06 -2.28
H -1.94 2.29 -4.40
H -3.99 2.12 -5.77
H -5.87 0.71 -5.00
H -5.70 -0.52 -2.89
C 0.83 0.32 -3.29
P 1.41 0.62 -1.57
C 2.16 2.27 -1.62
C 2.78 2.72 -2.79
C 3.33 3.99 -2.83
C 3.26 4.82 -1.72
C 2.64 4.37 -0.56
C 2.10 3.10 -0.51
C 2.76 -0.60 -1.41
C 2.60 -1.64 -0.49
C 3.56 -2.63 -0.36
C 4.71 -2.58 -1.14
C 4.88 -1.55 -2.05
C 3.91 -0.57 -2.19
C 0.00 -0.93 -3.31
C -0.44 -1.68 -4.36
C -1.18 -2.77 -3.80
C -1.16 -2.62 -2.44
C -1.69 -3.56 -1.40
P -0.58 -3.57 0.08
C -1.68 -3.34 1.53
C -1.05 -2.99 2.73
C -1.78 -2.80 3.89
C -3.16 -2.93 3.87
C -3.80 -3.27 2.70
C -3.07 -3.48 1.53
C 0.05 -5.25 0.27
C 1.31 -5.54 -0.26
C 1.82 -6.83 -0.18
C 1.07 -7.83 0.43
C -0.18 -7.54 0.96
C -0.69 -6.26 0.88
N -0.43 -1.48 -2.11
H 1.68 0.23 -3.97
H 0.26 1.20 -3.60
H 2.82 2.10 -3.67
H 3.81 4.34 -3.74
H 3.69 5.81 -1.76
H 2.60 5.01 0.31
H 1.62 2.75 0.39
H 1.75 -1.66 0.19
H 3.42 -3.42 0.36
H 5.46 -3.35 -1.04
H 5.77 -1.51 -2.66
H 4.06 0.23 -2.90
H -0.25 -1.49 -5.40
H -1.66 -3.57 -4.35
H -1.74 -4.57 -1.82
H -2.70 -3.31 -1.07
H 0.03 -2.86 2.74
H -1.26 -2.53 4.80
H -3.73 -2.77 4.78
H -4.88 -3.38 2.68
H -3.60 -3.77 0.63
H 1.88 -4.75 -0.73
H 2.79 -7.05 -0.59
H 1.47 -8.83 0.49
H -0.75 -8.33 1.43
H -1.66 -6.04 1.31
C -4.26 3.90 0.81
As -2.37 4.28 0.76
C -2.19 6.04 0.01
C -1.83 4.43 2.60
S -1.29 2.84 -0.29
H -4.79 4.66 1.38
H -4.40 2.92 1.27
H -4.62 3.87 -0.22
H -2.75 6.76 0.61
H -2.58 6.01 -1.01
H -1.14 6.29 -0.01
H -2.41 5.21 3.10
H -0.77 4.68 2.63
H -1.99 3.47 3.09
```

***

No. 2
Formula: C5H8O2
Source: OMol25
Level of theory: ωB97M-V/def2-TZVPD

Results
max |F| = 0.0067 Eh/bohr
SMILES = C[C@@]12C[C@]1(O)CO2
energy above the lowest of the compared OMol25 structures with the same formula, charge and spin = 237.68 kJ/mol
frontier orbital gap = 9.90 eV
E = -345.714430 hartree
highest occupied orbital energy = -0.33472 hartree
molar mass = 100.117 g/mol

The geometry in XYZ format:
```
15
C5H8O2 (ωB97M-V/def2-TZVPD)
C -1.44 1.30 0.20
C -0.39 0.35 -0.29
C 1.06 0.61 -0.54
C 0.65 -0.54 0.33
O 1.07 -0.62 1.65
C 0.00 -1.66 -0.45
O -0.84 -0.71 -1.14
H -1.90 1.82 -0.65
H -1.00 2.05 0.86
H -2.22 0.76 0.73
H 1.51 0.52 -1.53
H 1.48 1.39 0.10
H 2.03 -0.69 1.63
H 0.60 -2.27 -1.13
H -0.60 -2.30 0.21
```

***

> The lowest max |F| belongs to which entry?

C5H8O2

***

> Which of these has the lowest energy above the lowest of the compared OMol25 structures with the same formula, charge and spin?

C56H54AsN4O2P2STi

***

> max |F| of number 2 (C5H8O2)?

0.0067 Eh/bohr